A molecular structure, C44H52BrGeN2O3Ru. Source: the Open Molecules 2025 dataset; level of theory: ωB97M-V/def2-TZVPD.

Charge ... -1
2S+1 ... 5
DFT total energy ... -6788.961881 Ha
<S²> ... 6.02

Last column: Mulliken charge in e.
CARTESIAN COORDINATES (ANGSTROEM)
Ru1 0.263155 0.860509 -0.236689  0.2223
C1 6.020260 -2.098049 4.696719  -2.1437
C2 4.518212 -1.890348 4.892271  2.1867
C3 3.859724 -3.268931 5.028160  -1.4929
C4 4.310801 -1.099568 6.191738  -1.8014
C5 3.882029 -1.129882 3.729294  -0.4648
C6 2.518276 -0.862411 3.745665  -0.6870
C7 1.942198 -0.163758 2.708508  0.4862
Br1 0.072359 0.176943 2.814859  -0.1515
C8 2.654159 0.308801 1.588549  0.5438
O1 2.049595 0.987401 0.636250  -1.0122
C9 4.035555 0.024093 1.557946  -0.0860
C10 4.594301 -0.672624 2.628909  -0.4057
C11 4.989285 0.407019 0.412447  2.4856
C12 5.729584 -0.852727 -0.067277  -1.7635
C13 6.005553 1.430737 0.943589  -1.8670
C14 4.319602 1.011663 -0.827032  -2.2368
H1 6.427856 -2.638809 5.554240  0.4566
H2 6.550617 -1.147068 4.616685  0.3795
H3 6.228665 -2.685091 3.799983  0.3809
H4 4.279629 -3.810078 5.881526  0.4772
H5 4.017835 -3.859824 4.125253  0.2060
H6 2.782480 -3.184914 5.174808  0.3124
H7 4.760457 -1.628929 7.036847  0.4530
H8 3.250176 -0.959192 6.406250  0.3153
H9 4.770341 -0.111929 6.117241  0.3781
H10 1.889705 -1.196306 4.561546  0.3837
H11 5.654471 -0.879290 2.582017  0.3049
H12 6.322996 -1.312892 0.724825  0.3613
H13 6.410138 -0.587988 -0.881590  0.5163
H14 5.007787 -1.582774 -0.435008  0.2433
H15 6.581193 1.038074 1.784238  0.2707
H16 5.495314 2.336422 1.278597  0.3754
H17 6.707732 1.706355 0.151318  0.4737
H18 3.584173 0.319011 -1.234617  0.1921
H19 5.098094 1.184757 -1.577466  0.6127
H20 3.827821 1.958441 -0.611649  0.3515
C15 1.058400 1.170747 -4.858234  -0.8678
C16 -0.235841 1.125767 -5.354156  -0.5686
C17 -1.289566 0.905854 -4.486589  -1.0463
C18 -1.034374 0.737143 -3.125484  -0.3041
N1 0.221542 0.794619 -2.664770  0.7773
C19 1.234678 0.999901 -3.496175  -0.2477
C20 -2.090265 0.493144 -2.109120  2.1565
C21 -3.401670 0.200290 -2.487790  -0.4847
C22 -4.371832 -0.055638 -1.532107  -0.9937
C23 -4.031467 -0.028546 -0.186418  -0.6164
C24 -2.728982 0.267351 0.189064  -0.2148
C25 -1.732438 0.538755 -0.750084  0.5167
H21 1.910591 1.334622 -5.502764  0.4729
H22 -0.424956 1.268054 -6.410871  0.3999
H23 -2.302647 0.887031 -4.861307  0.3937
H24 2.220130 1.019515 -3.044585  0.2060
H25 -3.677003 0.143726 -3.534113  0.2395
H26 -5.384426 -0.288597 -1.839261  0.3712
H27 -4.776006 -0.244479 0.571707  0.4045
H28 -2.485856 0.275539 1.246342  0.0954
C26 -1.183768 4.329565 -2.801838  -1.0977
Ge1 -1.318348 4.073790 -0.849089  0.4928
C27 -0.925261 5.826126 -0.031158  -1.3545
C28 -3.205895 3.674807 -0.483584  -1.1025
C29 -0.048737 2.797811 -0.205238  -0.8853
H29 -1.856990 5.126311 -3.127858  0.4345
H30 -1.451844 3.414882 -3.330319  0.2617
H31 -0.163984 4.597541 -3.082914  0.3178
H32 -1.587439 6.602548 -0.419730  0.3605
H33 0.106418 6.116773 -0.236487  0.3644
H34 -1.052068 5.774081 1.051429  0.3537
H35 -3.812040 4.540261 -0.762557  0.4545
H36 -3.363182 3.464805 0.575316  0.3189
H37 -3.547308 2.810276 -1.052591  0.2485
H38 0.788957 3.269077 0.322233  0.7406
C30 -5.806895 -3.464181 0.096886  -1.5951
C31 -4.651825 -3.369415 1.059866  1.3706
C32 -4.900221 -3.371477 2.428972  -1.0539
C33 -3.859733 -3.282865 3.341955  -0.9616
C34 -2.555282 -3.175254 2.894247  -0.5684
C35 -2.288332 -3.179991 1.526856  -0.2299
N2 -0.998771 -2.980529 1.034214  1.0251
C36 0.165435 -3.612399 1.384332  1.1837
C37 0.175110 -4.701498 2.269121  -0.8664
C38 1.352313 -5.358389 2.573643  -0.7455
C39 2.557501 -4.959876 2.010185  -0.8973
C40 2.556023 -3.886750 1.134138  -0.7753
C41 1.392720 -3.202445 0.804806  0.4107
C42 1.535190 -2.032550 -0.150428  0.1435
O2 2.615802 -1.828062 -0.696349  -0.7848
O3 0.474554 -1.315934 -0.336418  -0.2852
C43 -3.334981 -3.290099 0.597041  0.8758
C44 -2.996612 -3.315279 -0.867701  -1.4873
H39 -6.754872 -3.452917 0.634907  0.3994
H40 -5.766499 -4.384378 -0.491022  0.3494
H41 -5.804346 -2.632046 -0.610113  0.2428
H42 -5.923762 -3.438268 2.780467  0.3261
H43 -4.068265 -3.272342 4.404828  0.4062
H44 -1.735025 -3.047152 3.589754  0.6503
H45 -0.847235 -2.254703 0.332247  -0.4644
H46 -0.757803 -5.044569 2.699314  0.4920
H47 1.322632 -6.197386 3.260108  0.3809
H48 3.478463 -5.475175 2.250265  0.4465
H49 3.470932 -3.538805 0.671293  0.3069
H50 -2.149277 -3.979561 -1.043139  0.3621
H51 -2.699257 -2.326725 -1.227935  0.0369
H52 -3.836833 -3.649477 -1.473993  0.4517

Atoms 1-6, force components in eV/Å:
0.0 -0.1 -0.2
0.0 0.0 0.0
0.0 0.0 0.0
0.0 0.0 0.0
0.0 0.0 0.0
0.0 0.0 0.0